[1]
ORCA calculation (ωB97M-V with the def2-TZVPD basis set) on C3H4BrNO2 in the gas phase in a non-equilibrium geometry.

As for the spin multiplicity: 1. The energy above the lowest of the compared OMol25 structures with the same formula, charge and spin is 84.5 kcal/mol. The net charge is 0. Its HOMO energy is -0.3902 Ha.

Element x y z (Å)
C: -0.23 0.73 -0.15
C: -0.10 -0.56 -0.03
C: 0.82 -1.21 0.89
N: 1.67 -2.25 0.15
O: 2.46 -1.79 -0.63
O: 1.28 -3.42 0.19
Br: -0.02 -2.08 2.38
H: -0.84 1.26 -0.80
H: 0.54 1.43 0.32
H: -0.64 -1.12 -0.65
H: 1.53 -0.34 1.11

These are the natural (NBO) partial charges, in e, on atoms 1 to 4: -0.302 -0.243 -0.216 0.510

[2]
ORCA calculation (ωB97M-V with the def2-TZVPD basis set) on C3H6N2O in the gas phase in a non-equilibrium geometry.

As for the spin multiplicity: 1. The energy above the lowest of the compared OMol25 structures with the same formula, charge and spin is 171.6 kcal/mol. The net charge is 0. Its HOMO energy is -0.3093 Ha.

Element x y z (Å)
C: 0.91 -0.31 -0.44
C: 0.60 0.19 1.11
C: -0.30 -0.29 2.14
N: 1.19 0.94 0.30
N: -0.76 0.55 -2.15
O: 0.23 -0.42 -2.00
H: 1.63 -0.94 -0.69
H: 0.28 -0.84 2.80
H: -1.09 -0.78 1.77
H: -0.63 0.57 2.56
H: -0.59 1.35 -2.74
H: -1.47 -0.01 -2.67

These are the natural (NBO) partial charges, in e, on atoms 1 to 4: 0.110 0.337 -0.660 -0.359

[3]
ORCA calculation (ωB97M-V with the def2-TZVPD basis set) on a molecular structure, C5H7NO in a non-equilibrium geometry.

As for the spin multiplicity: 1. The energy above the lowest of the compared OMol25 structures with the same formula, charge and spin is 107.4 kcal/mol. The net charge is 0. Its HOMO energy is -0.3481 Ha.

Element x y z (Å)
C: -1.71 0.31 0.30
C: -0.60 -0.72 0.20
C: 0.72 -0.05 -0.16
C: 1.48 0.70 0.87
O: 1.92 -0.86 0.04
C: 0.74 0.45 -1.54
N: 0.68 0.92 -2.59
H: -1.46 1.07 1.04
H: -2.65 -0.16 0.60
H: -1.88 0.82 -0.66
H: -0.46 -1.22 1.16
H: -0.84 -1.49 -0.55
H: 2.17 1.38 0.34
H: 1.89 -1.16 0.96

These are the natural (NBO) partial charges, in e, on atoms 1 to 4: -0.614 -0.408 0.036 -0.168

[4]
ORCA calculation (ωB97M-V with the def2-TZVPD basis set) on C5H10N6 in the gas phase in a non-equilibrium geometry.

As for the spin multiplicity: 1. The energy above the lowest of the compared OMol25 structures with the same formula, charge and spin is 98.5 kcal/mol. The net charge is 0. Its HOMO energy is -0.3020 Ha.

Element x y z (Å)
C: 3.01 0.61 -0.01
C: 2.68 -0.74 -0.01
C: 1.94 1.49 0.02
C: 0.47 -0.23 0.00
C: -1.13 -2.09 -0.02
N: 1.43 -1.17 0.00
N: 0.68 1.09 0.02
N: -1.99 1.15 1.03
N: -2.19 0.73 -1.22
N: -0.78 -0.70 0.01
N: -2.07 0.18 0.05
H: 4.03 0.94 -0.02
H: 3.44 -1.52 0.00
H: 2.09 2.56 0.05
H: -1.47 -2.37 -1.02
H: -0.25 -2.67 0.25
H: -1.94 -2.26 0.69
H: -2.01 0.73 1.95
H: -1.16 1.75 0.94
H: -1.59 1.55 -1.35
H: -3.16 0.98 -1.37

These are the natural (NBO) partial charges, in e, on atoms 1 to 4: -0.387 0.114 0.108 0.551

[5]
ORCA calculation (ωB97M-V with the def2-TZVPD basis set) on a molecular structure, C40H42BFN9OS2SiSr in a non-equilibrium geometry.

As for the spin multiplicity: 1. The energy above the lowest of the compared OMol25 structures with the same formula, charge and spin is 28.9 kcal/mol. The net charge is -1. Its HOMO energy is -0.1589 Ha.

Element x y z (Å)
Sr: -0.21 0.16 -0.79
N: 2.68 2.55 -3.19
C: 2.86 1.47 -2.38
S: 3.94 1.54 -1.06
N: 2.22 0.38 -2.83
N: 1.96 -0.55 -1.92
C: 1.80 -1.79 -2.24
C: 1.84 -2.36 -3.62
C: 0.99 -3.42 -3.94
C: 0.91 -3.91 -5.24
C: 1.68 -3.34 -6.24
C: 2.54 -2.30 -5.93
C: 2.62 -1.80 -4.64
C: 1.47 -2.67 -1.08
C: 1.96 -3.97 -0.99
C: 1.64 -4.73 0.12
C: 0.84 -4.19 1.11
C: 0.39 -2.90 0.94
N: 0.70 -2.15 -0.12
H: 2.98 3.43 -2.80
H: 1.84 2.56 -3.75
H: 0.36 -3.85 -3.17
H: 0.23 -4.73 -5.46
H: 1.62 -3.72 -7.26
H: 3.14 -1.84 -6.71
H: 3.28 -0.99 -4.41
H: 2.59 -4.36 -1.77
H: 2.03 -5.74 0.22
H: 0.56 -4.76 1.99
H: -0.26 -2.43 1.68
C: -1.90 1.86 1.89
Si: -3.19 0.66 1.23
C: -3.84 -0.25 2.75
C: -4.61 1.72 0.61
N: -2.45 -0.33 0.06
C: -3.12 -1.25 -0.71
C: -4.46 -1.68 -0.52
C: -5.08 -2.61 -1.34
C: -4.41 -3.19 -2.41
C: -3.09 -2.81 -2.64
C: -2.50 -1.89 -1.81
F: -1.19 -1.56 -2.10
H: -2.25 2.28 2.84
H: -1.73 2.68 1.19
H: -0.93 1.37 2.08
H: -4.29 0.47 3.44
H: -3.03 -0.77 3.28
H: -4.60 -1.00 2.51
H: -5.01 2.33 1.43
H: -5.43 1.12 0.20
H: -4.25 2.39 -0.18
H: -5.01 -1.25 0.30
H: -6.10 -2.89 -1.14
H: -4.89 -3.91 -3.06
H: -2.51 -3.21 -3.46
B: -1.43 3.35 -1.90
N: -0.97 2.48 -3.11
C: -0.70 2.89 -4.36
C: -0.40 1.77 -5.13
C: -0.51 0.71 -4.23
N: -0.85 1.14 -3.02
N: -0.24 3.55 -0.91
C: 0.24 4.71 -0.44
C: 1.28 4.44 0.43
C: 1.36 3.04 0.43
N: 0.44 2.51 -0.37
H: -2.33 2.76 -1.33
H: -1.76 4.45 -2.30
H: -0.76 3.93 -4.63
H: -0.14 1.74 -6.17
H: -0.35 -0.35 -4.40
H: -0.17 5.64 -0.78
H: 1.90 5.14 0.97
H: 2.08 2.41 0.93
O: 2.33 -1.25 2.53
S: 1.72 0.09 2.73
C: 2.91 1.09 3.63
C: 3.99 0.45 4.20
C: 4.92 1.20 4.91
C: 4.76 2.57 5.03
C: 3.68 3.21 4.43
C: 2.75 2.46 3.71
C: 0.54 -0.12 4.09
C: -0.20 0.93 4.60
C: -1.13 0.68 5.59
C: -1.32 -0.61 6.07
C: -0.57 -1.66 5.55
C: 0.36 -1.42 4.55
H: 4.10 -0.62 4.07
H: 5.77 0.71 5.36
H: 5.48 3.16 5.58
H: 3.56 4.28 4.50
H: 1.92 2.96 3.21
H: -0.07 1.94 4.21
H: -1.73 1.50 5.98
H: -2.06 -0.80 6.84
H: -0.72 -2.67 5.91
H: 0.96 -2.21 4.12

These are the Mulliken partial charges, in e, on atoms 1 to 4: 2.019 -0.370 -0.243 -0.399

[6]
ORCA calculation (ωB97M-V with the def2-TZVPD basis set) on C5H11N in the gas phase in a non-equilibrium geometry.

As for the spin multiplicity: 1. The energy above the lowest of the compared OMol25 structures with the same formula, charge and spin is 31.4 kcal/mol. The net charge is 0. Its HOMO energy is -0.3160 Ha.

Element x y z (Å)
C: 0.37 -1.11 2.23
N: 1.30 -0.29 1.48
C: 0.80 0.47 0.34
C: -0.33 -0.21 -0.47
C: -1.02 0.76 -1.35
C: -1.28 0.68 -2.65
H: -0.01 -2.03 1.79
H: -0.51 -0.54 2.52
H: 0.83 -1.35 3.19
H: 2.10 -0.86 1.21
H: 1.66 0.60 -0.31
H: 0.40 1.42 0.69
H: -1.04 -0.61 0.25
H: 0.05 -1.13 -0.93
H: -1.51 1.59 -0.84
H: -0.75 0.04 -3.33
H: -1.91 1.38 -3.19

These are the natural (NBO) partial charges, in e, on atoms 1 to 4: -0.428 -0.625 -0.197 -0.468

[7]
ORCA calculation (ωB97M-V with the def2-TZVPD basis set) on a molecular structure, C38H42FeN3O2P2S2Si2.

As for the spin multiplicity: 5. The net charge is -1. Its HOMO energy (spin up / spin down) is -0.1671 / -0.1804 Ha.

Element x y z (Å)
Fe: 0.56 -0.25 -0.61
C: 3.10 2.34 -1.53
Si: 2.26 2.52 0.12
C: 3.35 1.83 1.50
C: 2.18 4.38 0.47
N: 0.75 1.71 0.18
P: -0.70 2.01 -0.51
C: -1.57 0.61 -0.77
P: -1.86 -0.64 0.28
N: -0.49 -1.35 0.78
Si: 0.38 -2.38 1.81
C: -0.04 -4.22 1.69
C: 0.23 -1.90 3.62
C: 2.20 -2.26 1.34
C: -2.93 -1.87 -0.55
C: -4.15 -1.44 -1.08
C: -5.00 -2.34 -1.71
C: -4.64 -3.67 -1.82
C: -3.42 -4.11 -1.30
C: -2.58 -3.20 -0.67
C: -2.89 -0.30 1.76
C: -3.46 0.94 1.98
C: -4.23 1.18 3.12
C: -4.44 0.17 4.04
C: -3.90 -1.10 3.81
C: -3.13 -1.33 2.68
C: -1.54 3.34 0.43
C: -2.74 3.86 -0.06
C: -3.44 4.81 0.68
C: -2.95 5.23 1.91
C: -1.76 4.71 2.39
C: -1.06 3.77 1.65
C: -0.42 2.84 -2.12
C: -0.12 4.19 -2.21
C: 0.21 4.77 -3.43
C: 0.24 3.98 -4.58
C: -0.08 2.63 -4.50
C: -0.42 2.07 -3.28
H: 4.15 2.64 -1.47
H: 3.09 1.32 -1.92
H: 2.61 2.98 -2.28
H: 4.30 2.38 1.52
H: 2.86 1.96 2.46
H: 3.58 0.77 1.39
H: 3.20 4.76 0.53
H: 1.67 4.93 -0.33
H: 1.68 4.61 1.41
H: -1.03 -4.47 2.09
H: 0.01 -4.57 0.65
H: 0.71 -4.79 2.25
H: -0.79 -1.93 3.99
H: 0.84 -2.56 4.25
H: 0.60 -0.88 3.76
H: 2.46 -2.94 0.52
H: 2.50 -1.26 1.01
H: 2.82 -2.51 2.20
H: -4.41 -0.39 -1.02
H: -5.94 -1.99 -2.12
H: -5.30 -4.37 -2.31
H: -3.13 -5.14 -1.39
H: -1.63 -3.53 -0.28
H: -3.30 1.73 1.26
H: -4.65 2.17 3.28
H: -5.04 0.35 4.93
H: -4.07 -1.90 4.52
H: -2.72 -2.31 2.50
H: -3.13 3.51 -1.01
H: -4.37 5.21 0.30
H: -3.49 5.97 2.49
H: -1.37 5.04 3.35
H: -0.14 3.33 2.03
H: -0.14 4.81 -1.32
H: 0.45 5.82 -3.49
H: 0.51 4.42 -5.53
H: -0.07 2.02 -5.39
H: -0.69 1.02 -3.21
O: 5.43 -2.94 -1.32
S: 4.93 -1.94 -2.22
O: 5.75 -0.79 -2.47
N: 3.41 -1.48 -1.79
C: 2.53 -1.84 -2.69
S: 0.86 -1.54 -2.59
C: 3.09 -2.56 -3.87
C: 2.44 -3.07 -4.99
C: 3.20 -3.70 -5.96
C: 4.58 -3.83 -5.83
C: 5.24 -3.32 -4.72
C: 4.46 -2.70 -3.76
H: 1.37 -2.97 -5.08
H: 2.71 -4.11 -6.84
H: 5.15 -4.32 -6.61
H: 6.31 -3.41 -4.60

These are the Mulliken partial charges, in e, on atoms 1 to 4: 0.271 -0.778 -0.054 -1.036

[8]
ORCA calculation (ωB97M-V with the def2-TZVPD basis set) on a gas-phase ion, C4H17N8P (charge +2) in a non-equilibrium geometry.

As for the spin multiplicity: 1. The energy above the lowest of the compared OMol25 structures with the same formula, charge and spin is 0.0 kcal/mol. The net charge is +2. Its HOMO energy is -0.6113 Ha.

Element x y z (Å)
C: 2.71 -0.77 -0.24
C: -1.76 -1.66 -0.01
C: 0.01 2.36 -0.79
C: -1.84 1.77 0.69
N: 0.94 0.39 2.09
N: 3.50 -1.21 -1.23
N: 3.29 -0.56 0.94
N: -2.44 -2.77 0.24
N: -0.87 -1.25 0.89
N: -0.67 1.22 -0.20
N: -1.98 -0.96 -1.09
N: 1.41 -0.51 -0.45
P: 0.30 0.04 0.74
H: 0.84 2.22 -1.63
H: -0.77 2.99 -1.10
H: 0.47 2.98 0.01
H: -1.51 2.21 1.55
H: -2.53 2.33 0.01
H: -2.38 0.81 0.95
H: 0.28 1.02 2.47
H: 4.39 -1.47 -0.95
H: 3.38 -1.43 -2.21
H: 4.45 -0.46 0.90
H: 2.83 -0.13 1.73
H: -2.54 -3.46 0.95
H: -3.10 -3.20 -0.37
H: -0.69 -1.73 1.67
H: -2.62 -1.22 -1.83
H: -1.55 -0.02 -1.19
H: 0.98 -1.02 -1.29

These are the natural (NBO) partial charges, in e, on atoms 1 to 4: 0.688 0.690 -0.446 -0.410

Question: The highest spin multiplicity belongs to which entry?
Answer: C38H42FeN3O2P2S2Si2